Entry 1:
Density functional theory data (ωB97M-V/def2-TZVPD) for a structure of composition C26H35N2Tc at a distorted geometry.

Element x y z (Å)
C  -2.270  -0.162  -0.384
C  -1.536  0.158  -1.581
C  -1.008  1.492  -1.436
C  -1.425  1.994  -0.157
C  -2.178  0.964  0.506
Tc  -0.214  0.229  0.122
C  2.771  1.949  1.899
C  1.853  0.993  2.250
H  2.163  -0.014  2.566
C  0.397  1.113  1.992
H  0.036  2.153  2.161
H  -0.120  0.474  2.738
C  4.227  1.475  1.793
H  4.163  0.388  1.583
H  4.647  1.973  0.898
H  4.935  1.642  2.634
C  2.412  3.125  1.024
H  1.681  2.670  0.295
H  1.916  3.999  1.486
H  3.308  3.412  0.452
C  -1.494  -0.667  -2.818
H  -1.413  -1.730  -2.572
H  -2.408  -0.544  -3.419
H  -0.626  -0.402  -3.425
C  -0.277  2.237  -2.499
H  0.413  1.571  -3.026
H  -0.980  2.659  -3.233
H  0.290  3.063  -2.060
C  -1.270  3.400  0.326
H  -0.393  3.873  -0.131
H  -2.160  3.992  0.062
H  -1.171  3.435  1.416
C  -2.850  1.056  1.835
H  -2.313  1.745  2.494
H  -3.885  1.413  1.735
H  -2.881  0.073  2.321
C  -3.196  -1.321  -0.212
H  -3.288  -1.592  0.845
H  -4.203  -1.073  -0.579
H  -2.849  -2.195  -0.772
C  1.861  -0.962  -3.216
C  3.086  -0.290  -2.564
C  1.775  -1.157  -4.554
C  3.296  0.867  -3.332
H  3.661  -0.325  -1.677
C  2.421  -0.163  -5.363
H  1.157  -1.982  -4.932
C  3.042  0.890  -4.713
H  3.658  1.794  -2.877
H  2.426  -0.213  -6.456
H  3.300  1.792  -5.269
N  -0.426  -5.794  1.803
C  -0.331  -4.465  1.448
C  -0.048  -4.092  0.120
C  0.067  -2.750  -0.201
N  -0.160  -1.763  0.718
C  -0.454  -2.137  2.002
C  -0.512  -3.454  2.395
H  -0.311  -6.521  1.159
H  -0.617  -6.031  2.775
H  0.078  -4.838  -0.654
H  0.344  -2.420  -1.211
H  -0.636  -1.334  2.720
H  -0.717  -3.682  3.440

Net charge: +1
Energy above the lowest of the compared OMol25 structures with the same formula, charge and spin in eV: 0.066
HOMO-LUMO gap (spin up / spin down) in Eh: 0.2619 / 0.2509
2S+1: 4

Entry 2:
Density functional theory data (ωB97M-V/def2-TZVPD) for a structure of composition C26H35N3NaO5S6 at a distorted geometry.

Element x y z (Å)
Na  -0.495  -0.440  0.964
C  -2.466  3.717  1.136
C  -2.028  4.323  -0.200
S  -1.549  3.183  -1.457
C  0.119  3.628  -1.856
C  1.201  3.202  -0.874
S  1.409  1.398  -0.547
C  2.886  1.500  0.545
C  2.643  1.825  2.001
S  1.309  0.882  2.772
C  0.504  2.312  3.569
C  -0.358  3.213  2.716
S  -1.653  2.390  1.842
H  -3.500  3.410  1.069
H  -2.443  4.496  1.847
H  -1.208  5.054  -0.091
H  -2.946  4.891  -0.484
H  0.346  4.678  -2.017
H  0.249  3.168  -2.817
H  1.014  3.694  0.093
H  2.225  3.499  -1.222
H  3.614  2.165  0.145
H  3.369  0.513  0.444
H  2.319  2.870  2.153
H  3.465  1.679  2.693
H  1.328  2.854  4.089
H  -0.069  1.864  4.429
H  0.280  3.683  2.032
H  -0.810  4.067  3.295
O  -2.989  -3.505  3.134
C  -2.150  -2.743  2.652
O  -2.301  -1.609  2.059
C  -0.688  -3.132  2.711
C  -0.189  -4.047  3.663
C  1.161  -4.488  3.555
C  1.873  -3.999  2.473
C  1.365  -2.990  1.664
N  0.130  -2.552  1.835
C  2.074  -2.371  0.461
O  3.026  -3.030  -0.036
O  1.664  -1.258  0.075
H  -0.898  -4.408  4.425
H  1.533  -5.216  4.297
H  2.876  -4.405  2.260
C  5.347  -3.368  -4.587
C  4.310  -2.365  -4.323
C  3.706  -2.160  -3.106
C  2.755  -1.162  -2.896
C  2.299  -0.465  -4.040
C  2.880  -0.688  -5.307
C  3.811  -1.649  -5.432
S  0.990  0.769  -3.912
C  -0.383  -0.326  -3.345
O  0.631  1.156  -5.303
H  6.315  -2.866  -4.648
H  5.142  -3.937  -5.508
H  5.456  -4.069  -3.743
H  4.144  -2.705  -2.257
H  2.425  -0.952  -1.912
H  2.374  -0.227  -6.137
H  4.166  -1.854  -6.504
H  -0.579  -1.008  -4.135
H  -1.124  0.394  -3.057
H  -0.066  -0.968  -2.439
S  -4.032  0.837  -0.304
C  -4.975  0.241  0.994
N  -6.323  0.553  1.185
C  -6.957  -0.432  2.087
C  -5.787  -1.251  2.632
N  -4.614  -0.686  1.864
H  -6.748  0.873  0.267
H  -7.536  -0.962  1.422
H  -7.618  0.004  2.821
H  -5.842  -2.330  2.415
H  -5.718  -1.192  3.696
H  -3.690  -1.170  2.014

Net charge: -1
Energy above the lowest of the compared OMol25 structures with the same formula, charge and spin in eV: 0.636
HOMO-LUMO gap in Eh: 0.2697
2S+1: 1

Entry 3:
Density functional theory data (ωB97M-V/def2-TZVPD) for the molecule C26H35N3O6 at a distorted geometry.

Element x y z (Å)
C  2.179  -1.314  1.458
O  3.382  -2.036  1.350
C  3.648  -2.689  0.172
C  2.781  -2.658  -0.909
C  3.077  -3.315  -2.100
C  2.153  -3.253  -3.207
N  1.042  -2.642  -3.087
N  0.184  -2.565  -4.111
C  -1.016  -1.910  -4.006
O  -1.760  -1.849  -4.959
C  -1.271  -1.304  -2.643
C  -2.744  -0.961  -2.442
C  -2.937  -0.323  -1.069
N  -2.133  0.883  -0.976
C  -2.462  1.759  0.123
C  -2.033  1.312  1.542
O  -2.581  0.071  1.914
C  -2.437  2.386  2.561
O  -3.847  2.463  2.561
C  -4.356  3.434  3.447
C  -4.032  4.851  3.036
C  -4.105  5.213  1.696
C  -3.812  6.506  1.304
C  -3.451  7.453  2.249
C  -3.380  7.099  3.585
C  -3.663  5.801  3.977
C  -0.723  0.578  -1.099
C  -0.445  -0.024  -2.474
C  4.273  -4.023  -2.213
C  5.148  -4.073  -1.144
O  6.337  -4.739  -1.144
C  6.714  -5.432  -2.306
C  4.852  -3.409  0.068
O  5.819  -3.555  1.010
C  5.670  -3.037  2.312
H  2.128  -0.504  0.723
H  2.188  -0.890  2.462
H  1.305  -1.963  1.350
H  1.851  -2.120  -0.863
H  2.448  -3.744  -4.143
H  0.410  -2.994  -5.012
H  -0.948  -2.028  -1.889
H  -3.056  -0.264  -3.220
H  -3.357  -1.859  -2.523
H  -3.986  -0.046  -0.938
H  -2.670  -1.053  -0.288
H  -3.546  1.901  0.126
H  -1.990  2.728  -0.072
H  -0.946  1.180  1.580
H  -3.527  0.214  2.046
H  -2.081  2.101  3.563
H  -1.991  3.354  2.295
H  -3.989  3.246  4.467
H  -5.441  3.285  3.435
H  -4.385  4.469  0.965
H  -3.867  6.777  0.260
H  -3.226  8.464  1.945
H  -3.099  7.833  4.326
H  -3.602  5.526  5.020
H  -0.159  1.507  -0.981
H  -0.388  -0.134  -0.324
H  -0.733  0.693  -3.244
H  0.618  -0.245  -2.573
H  4.500  -4.530  -3.137
H  7.679  -5.881  -2.079
H  6.823  -4.757  -3.162
H  5.999  -6.223  -2.557
H  4.790  -3.445  2.813
H  6.569  -3.351  2.842
H  5.610  -1.947  2.311

SMILES string: COc1cc(/C=N/NC(=O)C2CCN(C[C@H](O)COCc3ccccc3)CC2)cc(OC)c1OC
Energy above the lowest of the compared OMol25 structures with the same formula, charge and spin in eV: 2.870
HOMO-LUMO gap in Eh: 0.2999
2S+1: 1

Entry 4:
Density functional theory data (ωB97M-V/def2-TZVPD) for the molecule C26H35N3O6S.

Element x y z (Å)
C  2.191  8.365  -3.909
C  1.549  7.320  -3.008
O  2.574  6.796  -2.183
C  2.379  5.681  -1.424
C  3.549  5.105  -0.937
C  3.545  3.982  -0.135
C  2.332  3.394  0.191
N  2.214  2.252  0.990
C  3.190  1.476  1.507
O  4.386  1.638  1.390
C  2.602  0.277  2.274
N  2.049  -0.706  1.357
C  2.999  -1.652  0.820
C  0.777  -0.563  0.944
O  0.097  0.413  1.253
C  0.192  -1.655  0.115
C  -0.503  -1.339  -1.049
C  -1.098  -2.337  -1.793
C  -1.057  -3.674  -1.396
C  -1.719  -4.709  -2.248
C  -0.388  -3.969  -0.213
S  -0.298  -5.600  0.563
O  -0.433  -6.650  -0.403
O  0.863  -5.601  1.404
N  -1.623  -5.668  1.560
C  -2.911  -5.749  0.913
C  -3.941  -6.299  1.897
C  -3.991  -5.415  3.141
C  -2.597  -5.324  3.755
C  -1.605  -4.804  2.717
C  0.229  -2.979  0.529
C  1.148  3.958  -0.281
C  1.146  5.096  -1.074
O  -0.006  5.687  -1.526
C  -1.254  5.126  -1.178
C  -2.333  5.998  -1.802
H  1.439  8.808  -4.556
H  2.965  7.908  -4.519
H  2.646  9.145  -3.303
H  1.103  6.521  -3.612
H  0.762  7.777  -2.398
H  4.479  5.577  -1.208
H  4.467  3.561  0.227
H  1.259  1.926  1.143
H  1.806  0.618  2.940
H  3.396  -0.196  2.855
H  3.917  -1.120  0.564
H  2.605  -2.126  -0.076
H  3.235  -2.425  1.555
H  -0.559  -0.308  -1.366
H  -1.615  -2.084  -2.708
H  -1.526  -4.503  -3.299
H  -1.356  -5.701  -2.002
H  -2.799  -4.682  -2.099
H  -2.793  -6.414  0.057
H  -3.231  -4.755  0.561
H  -4.918  -6.340  1.414
H  -3.651  -7.311  2.181
H  -4.695  -5.826  3.866
H  -4.335  -4.415  2.865
H  -2.599  -4.657  4.618
H  -2.278  -6.314  4.081
H  -0.587  -4.822  3.107
H  -1.867  -3.770  2.437
H  0.742  -3.270  1.431
H  0.218  3.487  -0.006
H  -1.330  4.098  -1.560
H  -1.370  5.106  -0.085
H  -2.212  6.023  -2.882
H  -2.257  7.013  -1.422
H  -3.315  5.600  -1.561

SMILES string: CCOc1ccc(NC(=O)CN(C)C(=O)c2ccc(C)c(S(=O)(=O)N3CCCCC3)c2)cc1OCC
Energy above the lowest of the compared OMol25 structures with the same formula, charge and spin in eV: 1.280
HOMO-LUMO gap in Eh: 0.2909
2S+1: 1

Entry 5:
Density functional theory data (ωB97M-V/def2-TZVPD) for a structure of composition C26H35N6O11P2Ru at a distorted geometry.

Element x y z (Å)
Ru  -0.654  0.034  0.041
C  2.260  -1.140  6.723
C  1.923  -1.190  5.268
C  2.713  -1.892  4.357
C  2.404  -1.898  3.022
C  1.282  -1.202  2.501
N  1.063  -1.153  1.176
C  2.101  -1.235  0.299
C  3.334  -0.594  0.555
C  4.362  -0.622  -0.353
C  4.239  -1.307  -1.564
C  5.358  -1.277  -2.558
C  3.043  -1.956  -1.832
C  1.984  -1.927  -0.933
N  0.801  -2.613  -1.235
C  0.686  -3.756  -1.949
C  -0.647  -4.094  -1.967
C  -1.281  -3.086  -1.230
N  -0.393  -2.209  -0.799
C  0.414  -0.597  3.454
C  0.770  -0.583  4.796
N  -0.793  0.002  3.102
C  -1.427  0.973  3.805
C  -2.692  1.089  3.289
C  -2.753  0.135  2.261
N  -1.599  -0.507  2.150
H  3.319  -1.322  6.890
H  1.696  -1.900  7.264
H  1.997  -0.169  7.137
H  3.574  -2.441  4.707
H  3.026  -2.447  2.329
H  3.432  -0.032  1.471
H  5.283  -0.102  -0.135
H  6.319  -1.293  -2.048
H  5.307  -0.357  -3.143
H  5.308  -2.118  -3.246
H  2.929  -2.483  -2.768
H  1.539  -4.259  -2.357
H  -1.102  -4.939  -2.446
H  -2.320  -2.965  -0.992
H  0.114  -0.103  5.505
H  -0.927  1.557  4.550
H  -3.460  1.770  3.594
H  -3.578  -0.086  1.612
C  -5.219  2.702  -1.850
C  -4.326  1.878  -0.945
O  -4.893  1.674  0.330
P  -3.943  0.217  -1.656
O  -5.288  -0.623  -1.819
O  -3.564  0.473  -3.161
O  -2.934  -0.572  -0.901
P  -2.570  2.477  -0.824
O  -2.747  4.035  -0.482
O  -1.907  2.240  -2.143
O  -2.005  1.806  0.399
H  -6.135  2.154  -2.073
H  -4.703  2.926  -2.779
H  -5.466  3.642  -1.357
H  -4.587  2.388  0.906
H  -5.397  -1.219  -1.077
H  -2.841  1.144  -3.100
H  -1.896  4.347  -0.153
C  -0.589  0.606  -4.452
C  -0.183  -0.301  -3.295
O  0.403  0.394  -2.203
C  1.528  1.185  -2.558
C  1.983  2.010  -1.369
H  -1.366  0.125  -5.037
H  0.249  0.834  -5.107
H  -0.979  1.533  -4.038
H  0.517  -1.082  -3.640
H  -1.075  -0.780  -2.879
H  1.262  1.858  -3.381
H  2.332  0.511  -2.896
H  1.252  2.790  -1.163
H  2.951  2.460  -1.584
H  2.069  1.386  -0.481
O  -0.039  3.569  0.726
N  0.262  2.789  1.615
O  0.242  3.099  2.791
O  0.643  1.615  1.333

Energy above the lowest of the compared OMol25 structures with the same formula, charge and spin in eV: 0.000
HOMO-LUMO gap (spin up / spin down) in Eh: 0.2069 / 0.1869
2S+1: 2

Entry 6:
Density functional theory data (ωB97M-V/def2-TZVPD) for a structure of composition C26H35N6S6Sb2W at a distorted geometry.

Element x y z (Å)
W  -0.658  0.358  -0.584
C  2.198  -1.711  -1.783
C  1.495  -0.943  -2.848
C  1.902  -1.058  -4.179
C  1.388  -0.221  -5.146
C  0.483  0.762  -4.753
C  0.070  0.786  -3.439
N  0.514  -0.088  -2.494
Sb  -1.344  2.162  -2.589
C  0.921  1.759  -0.513
C  1.862  2.685  -0.942
C  1.962  3.898  -0.271
C  1.147  4.142  0.825
C  0.255  3.168  1.256
C  -0.573  3.335  2.491
N  0.152  2.030  0.556
C  -2.407  1.325  0.168
C  -3.265  2.274  0.683
C  -4.219  1.849  1.602
C  -4.315  0.504  1.937
C  -3.457  -0.419  1.356
C  -3.540  -1.894  1.575
N  -2.521  0.043  0.509
H  3.276  -1.615  -1.936
H  1.957  -2.774  -1.822
H  1.932  -1.326  -0.807
H  2.657  -1.791  -4.430
H  1.698  -0.312  -6.179
H  0.105  1.497  -5.451
H  2.497  2.470  -1.793
H  2.663  4.648  -0.612
H  1.190  5.089  1.347
H  -1.204  4.222  2.417
H  0.078  3.485  3.354
H  -1.198  2.462  2.667
H  -3.196  3.312  0.379
H  -4.887  2.575  2.048
H  -5.064  0.163  2.639
H  -2.577  -2.288  1.901
H  -4.299  -2.141  2.313
H  -3.794  -2.390  0.636
N  2.832  0.029  1.450
N  2.348  0.320  2.726
C  1.093  0.015  3.104
N  0.804  0.141  4.392
S  -0.142  -0.556  2.067
H  3.279  -0.883  1.462
H  3.533  0.722  1.220
H  3.029  0.503  3.452
H  1.486  0.401  5.089
H  -0.121  -0.096  4.710
C  -2.714  -0.471  -4.591
Sb  -2.630  -0.721  -2.449
C  -4.580  0.116  -2.101
C  -3.208  -2.784  -2.566
H  -3.676  -0.878  -4.898
H  -1.923  -1.037  -5.080
H  -2.659  0.575  -4.890
H  -4.987  -0.215  -1.147
H  -5.226  -0.246  -2.900
H  -4.557  1.205  -2.135
H  -4.169  -2.797  -3.080
H  -3.293  -3.249  -1.589
H  -2.464  -3.320  -3.152
C  3.649  -4.039  1.583
S  2.167  -2.990  1.532
C  0.982  -4.093  0.862
C  -0.114  -3.755  0.140
S  -0.692  -2.250  -0.566
S  -1.187  -5.082  -0.287
C  -0.246  -6.363  0.415
S  -0.659  -7.934  0.336
S  1.174  -5.796  1.239
H  3.554  -4.783  2.369
H  4.488  -3.386  1.811
H  3.795  -4.508  0.614

Net charge: +3
HOMO-LUMO gap (spin up / spin down) in Eh: 0.0978 / 0.0979
2S+1: 1

Question: What is the 2S+1 in the fourth record?
Answer: 1

Copy entry 2 word for word.
Density functional theory data (ωB97M-V/def2-TZVPD) for a structure of composition C26H35N3NaO5S6 at a distorted geometry.

Element x y z (Å)
Na  -0.495  -0.440  0.964
C  -2.466  3.717  1.136
C  -2.028  4.323  -0.200
S  -1.549  3.183  -1.457
C  0.119  3.628  -1.856
C  1.201  3.202  -0.874
S  1.409  1.398  -0.547
C  2.886  1.500  0.545
C  2.643  1.825  2.001
S  1.309  0.882  2.772
C  0.504  2.312  3.569
C  -0.358  3.213  2.716
S  -1.653  2.390  1.842
H  -3.500  3.410  1.069
H  -2.443  4.496  1.847
H  -1.208  5.054  -0.091
H  -2.946  4.891  -0.484
H  0.346  4.678  -2.017
H  0.249  3.168  -2.817
H  1.014  3.694  0.093
H  2.225  3.499  -1.222
H  3.614  2.165  0.145
H  3.369  0.513  0.444
H  2.319  2.870  2.153
H  3.465  1.679  2.693
H  1.328  2.854  4.089
H  -0.069  1.864  4.429
H  0.280  3.683  2.032
H  -0.810  4.067  3.295
O  -2.989  -3.505  3.134
C  -2.150  -2.743  2.652
O  -2.301  -1.609  2.059
C  -0.688  -3.132  2.711
C  -0.189  -4.047  3.663
C  1.161  -4.488  3.555
C  1.873  -3.999  2.473
C  1.365  -2.990  1.664
N  0.130  -2.552  1.835
C  2.074  -2.371  0.461
O  3.026  -3.030  -0.036
O  1.664  -1.258  0.075
H  -0.898  -4.408  4.425
H  1.533  -5.216  4.297
H  2.876  -4.405  2.260
C  5.347  -3.368  -4.587
C  4.310  -2.365  -4.323
C  3.706  -2.160  -3.106
C  2.755  -1.162  -2.896
C  2.299  -0.465  -4.040
C  2.880  -0.688  -5.307
C  3.811  -1.649  -5.432
S  0.990  0.769  -3.912
C  -0.383  -0.326  -3.345
O  0.631  1.156  -5.303
H  6.315  -2.866  -4.648
H  5.142  -3.937  -5.508
H  5.456  -4.069  -3.743
H  4.144  -2.705  -2.257
H  2.425  -0.952  -1.912
H  2.374  -0.227  -6.137
H  4.166  -1.854  -6.504
H  -0.579  -1.008  -4.135
H  -1.124  0.394  -3.057
H  -0.066  -0.968  -2.439
S  -4.032  0.837  -0.304
C  -4.975  0.241  0.994
N  -6.323  0.553  1.185
C  -6.957  -0.432  2.087
C  -5.787  -1.251  2.632
N  -4.614  -0.686  1.864
H  -6.748  0.873  0.267
H  -7.536  -0.962  1.422
H  -7.618  0.004  2.821
H  -5.842  -2.330  2.415
H  -5.718  -1.192  3.696
H  -3.690  -1.170  2.014

Net charge: -1
Energy above the lowest of the compared OMol25 structures with the same formula, charge and spin in eV: 0.636
HOMO-LUMO gap in Eh: 0.2697
2S+1: 1